{"formula": "C38H27BiF6N7O2S6Sb2Se4", "method": "the ωB97M-V functional and the def2-TZVPD basis", "elements": ["Bi", "C", "C", "C", "C", "N", "C", "N", "C", "N", "C", "N", "C", "C", "C", "C", "C", "N", "C", "C", "C", "C", "C", "C", "H", "H", "H", "H", "H", "H", "H", "H", "H", "H", "H", "H", "O", "C", "S", "C", "C", "S", "S", "S", "F", "Sb", "F", "F", "F", "F", "F", "C", "C", "C", "C", "N", "C", "S", "N", "H", "H", "H", "H", "H", "O", "S", "C", "C", "C", "C", "C", "C", "C", "C", "C", "C", "C", "C", "H", "H", "H", "H", "H", "H", "H", "H", "H", "H", "Se", "Sb", "Se", "Se", "Se"], "xyz": [[0.037, -0.358, 0.674], [0.587, 0.966, -5.129], [1.297, -0.205, -5.376], [1.049, -1.312, -4.596], [0.083, -1.232, -3.585], [-0.561, -0.098, -3.307], [-0.308, 0.964, -4.074], [-0.194, -2.446, -2.945], [-1.011, -2.624, -1.989], [-1.669, -1.682, -1.190], [-2.438, -2.339, -0.352], [-3.322, -1.728, 0.491], [-3.558, -0.318, 0.297], [-4.874, 0.128, 0.313], [-5.117, 1.472, 0.120], [-4.052, 2.327, -0.131], [-2.783, 1.786, -0.157], [-2.533, 0.495, 0.071], [-2.332, -3.824, -0.534], [-2.956, -4.912, 0.048], [-2.555, -6.175, -0.384], [-1.584, -6.335, -1.370], [-1.002, -5.230, -1.986], [-1.406, -3.990, -1.549], [0.737, 1.857, -5.726], [2.032, -0.248, -6.171], [1.580, -2.247, -4.718], [-0.870, 1.860, -3.822], [-5.670, -0.580, 0.487], [-6.132, 1.848, 0.158], [-4.197, 3.388, -0.287], [-1.915, 2.406, -0.348], [-3.707, -4.796, 0.816], [-2.999, -7.050, 0.075], [-1.280, -7.333, -1.665], [-0.244, -5.324, -2.753], [3.535, 3.985, 5.107], [2.900, 3.203, 4.434], [3.490, 1.632, 3.911], [2.061, 1.141, 3.012], [1.030, 1.999, 2.979], [-0.507, 1.794, 2.190], [1.261, 3.510, 3.859], [2.136, -0.436, 2.254], [-1.108, -1.352, 2.155], [-3.426, -2.171, 2.546], [-4.573, -3.711, 2.249], [-2.154, -3.573, 2.427], [-5.225, -1.448, 2.634], [-3.366, -2.494, 4.411], [-3.124, -0.350, 2.992], [0.169, -3.629, 5.461], [1.086, -4.003, 4.338], [2.190, -4.839, 4.481], [2.955, -5.070, 3.352], [2.646, -4.571, 2.158], [1.565, -3.802, 2.135], [1.037, -3.179, 0.551], [0.794, -3.475, 3.155], [0.491, -4.062, 6.408], [-0.845, -3.953, 5.220], [0.126, -2.542, 5.541], [2.456, -5.267, 5.438], [3.855, -5.677, 3.384], [1.475, 2.134, -0.127], [0.881, 2.857, -1.293], [0.116, 4.344, -0.624], [-0.931, 4.934, -1.314], [-1.542, 6.061, -0.778], [-1.111, 6.567, 0.442], [-0.062, 5.958, 1.123], [0.561, 4.843, 0.587], [2.256, 3.717, -2.069], [3.498, 3.662, -1.468], [4.564, 4.315, -2.074], [4.377, 5.000, -3.266], [3.121, 5.038, -3.864], [2.052, 4.390, -3.265], [-1.276, 4.511, -2.252], [-2.363, 6.533, -1.304], [-1.603, 7.432, 0.869], [0.270, 6.343, 2.079], [1.371, 4.346, 1.107], [3.624, 3.098, -0.551], [5.545, 4.274, -1.617], [5.214, 5.498, -3.741], [2.977, 5.564, -4.800], [1.069, 4.406, -3.723], [3.143, -4.328, -2.628], [3.296, -2.940, -0.692], [4.141, 0.126, -2.470], [5.280, -2.961, 0.622], [2.473, -0.494, -1.093]], "total_charge": -2, "gap_ev": [5.9, 5.0], "spin_multiplicity": 2, "relative_energy_kj_mol": 118.2}